(1)
20
Properties=species:S:1:pos:R:3:lowdin_charge:R:1 method="wB97M-V/def2-TZVPD" total_charge=+1 multiplicity=1 e_above_lowest_kj_mol=606.2 orbital_gap_ev=8.22
C -2.5251 -0.6124 -0.1958 -0.016
C -0.9272 -1.1248 0.0678 -0.121
C 0.4310 -0.3411 -0.2156 -0.061
C -1.7440 1.6625 -0.2492 -0.058
C -1.7989 0.3356 0.5243 -0.182
N 1.4923 -0.7081 0.4282 0.069
N 3.8935 0.0771 -0.1529 0.040
H -2.9429 -0.3227 -1.1643 0.145
H -3.1640 -1.2918 0.3856 0.143
H -1.0477 -1.7279 0.8990 0.097
H -0.7921 -1.7597 -0.7683 0.145
H -1.2232 2.5694 0.0717 0.092
H -2.7639 2.0330 -0.3940 0.101
H -1.3781 1.4986 -1.2654 0.088
H -1.8853 0.5214 1.6314 0.186
H 2.4430 -0.3932 0.0661 -0.001
H 1.6084 -1.2239 1.3075 0.133
H 4.7393 -0.4585 -0.3060 0.067
H 4.0778 0.9482 0.3759 0.086
H 3.5070 0.3182 -1.0461 0.049

(2)
20
Properties=species:S:1:pos:R:3:lowdin_charge:R:1 method="wB97M-V/def2-TZVPD" total_charge=+1 multiplicity=3 e_above_lowest_kj_mol=298.6 orbital_gap_ev="4.38 / 7.24"
C -0.6022 1.2413 0.5704 -0.101
C 1.0545 0.5562 -0.9920 -0.062
C -0.8763 -0.3664 0.4831 -0.246
C 0.5561 -0.8347 -0.3294 -0.231
C -1.9948 -0.7584 -0.4503 -0.061
N 1.5719 -1.1782 0.6234 0.243
N 0.8112 1.4515 0.1984 0.002
H -1.1863 1.7779 -0.0218 0.074
H -0.6347 1.6542 1.6318 0.139
H 2.0486 0.4199 -1.2631 0.085
H 0.5321 0.7378 -1.8574 0.106
H -0.8977 -0.7504 1.5060 0.105
H 0.2380 -1.6865 -0.9848 0.182
H -1.6614 -0.3071 -1.3642 0.081
H -2.8660 -0.2913 0.0722 0.114
H -2.2234 -1.8280 -0.3810 0.101
H 1.1891 -1.7311 1.4012 0.104
H 2.3295 -1.5818 0.0747 0.119
H 1.2337 2.4404 0.1222 0.200
H 1.3783 1.0346 0.9607 0.045

(3)
20
Properties=species:S:1:pos:R:3:lowdin_charge:R:1 method="wB97M-V/def2-TZVPD" total_charge=+2 multiplicity=2 e_above_lowest_kj_mol=441.9 orbital_gap_ev="9.37 / 4.11"
C 0.6953 0.5062 0.8373 -0.002
C 1.4608 1.2251 -0.1306 -0.006
C 0.6551 -0.0853 -0.6717 -0.332
C 1.4797 -1.0147 -1.2386 -0.026
N 0.9937 -2.0756 -1.9370 0.145
C -0.7077 0.2383 -1.3235 0.011
N -2.7772 0.5259 3.2397 0.505
H 1.2131 -0.1521 1.5206 0.131
H -0.2489 0.9360 1.1170 0.097
H 2.5275 1.0107 -0.0747 0.127
H 1.2574 1.9400 -0.9226 0.141
H 2.5671 -0.9601 -1.2237 0.165
H 1.7661 -2.7342 -2.0039 0.126
H 0.8088 -1.8726 -2.9236 0.155
H -1.3959 0.6160 -0.5767 0.077
H -0.9744 -0.6263 -1.9286 0.088
H -0.5529 1.0453 -2.0423 0.104
H -3.2532 -0.3840 3.1431 0.163
H -2.1119 0.5220 4.0243 0.162
H -3.4025 1.3396 3.1154 0.169